1.
18
Properties=species:S:1:pos:R:3:lowdin_charge:R:1 method="wB97M-V/def2-TZVPD" charge=+3 e_above_lowest_kcal_mol=0.0 spin_multiplicity=7 e_homo_ev="-21.3 / -21.3" s2=12.672 orbital_gap_ev="6.908 / 7.227"
O -0.235 0.491 -4.689 0.261
H 1.966 -1.531 2.878 0.142
C -1.553 -0.029 1.636 -0.075
N 0.523 -0.463 1.122 0.011
N 0.167 -1.017 2.243 -0.187
C -1.910 0.648 -1.955 -0.040
H -2.538 0.383 1.607 0.150
C 1.349 3.269 -1.635 0.020
O 1.831 4.297 -1.843 0.236
O 1.756 -2.428 -1.223 0.211
N -0.616 0.207 0.704 -0.219
H 0.678 -1.883 3.932 0.146
Tb 0.278 1.053 -1.126 1.633
O -2.960 0.407 -2.381 0.271
C 1.332 -1.363 -1.299 0.003
N -1.106 -0.818 2.623 0.235
C 0.028 0.632 -3.575 -0.034
N 1.009 -1.855 2.979 0.238

2.
7
Properties=species:S:1:pos:R:3:lowdin_charge:R:1 method="wB97M-V/def2-TZVPD" charge=-1 e_above_lowest_kcal_mol=35.1 e_homo_ev="-4.6 / -4.6" orbital_gap_ev="7.759 / 7.758"
Cl -0.672 2.584 -0.616 0.214
O 1.338 -0.704 1.239 -0.329
O -2.044 0.738 0.865 -0.117
S 0.838 -0.941 -0.085 0.532
O 1.591 -0.342 -1.161 -0.336
O 0.085 -2.162 -0.311 -0.339
C -1.137 0.827 0.070 -0.625

3.
14
Properties=species:S:1:pos:R:3:lowdin_charge:R:1 method="wB97M-V/def2-TZVPD" e_above_lowest_kcal_mol=74.2 smiles=N[C@@H]1[C@@H](F)[C@]1(Cl)CF e_homo_ev=-9.0 orbital_gap_ev=9.799
N -1.965 -1.049 -0.417 0.002
H -2.433 -1.295 0.511 0.108
F 0.696 -2.068 -0.309 -0.140
F 0.469 1.115 -1.823 -0.009
H -1.394 -1.985 -0.636 0.130
H 2.001 -1.398 0.898 0.154
C 0.846 -1.273 0.847 -0.104
H 0.452 -1.736 1.743 0.103
C -1.175 0.118 -0.336 -0.376
Cl 0.426 1.658 1.294 0.670
H 0.378 -0.992 -1.506 0.192
C 0.004 0.045 -1.068 -0.295
C 0.171 0.137 0.463 -0.646
H -2.033 0.978 -0.330 0.211

4.
24
Properties=species:S:1:pos:R:3:lowdin_charge:R:1 method="wB97M-V/def2-TZVPD" e_above_lowest_kcal_mol=118.6 e_homo_ev=-9.2 orbital_gap_ev=8.803
C 3.904 0.766 -1.457 -0.118
H 4.423 1.782 -1.298 0.107
H -0.180 1.194 -0.654 0.123
N -3.556 -0.156 1.869 -0.003
C 2.365 0.838 -1.027 -0.425
H 0.995 0.289 1.037 0.097
H 4.296 -0.158 -1.028 0.072
C -0.117 0.000 -0.763 -0.337
O 0.978 -1.145 -2.693 -0.579
H 0.044 -1.485 0.824 0.142
H -2.148 -1.822 1.919 0.156
H -1.041 -0.505 -1.241 0.121
S -6.012 -1.599 1.224 0.524
H 3.759 0.788 -2.441 0.000
S 1.541 -0.782 -1.285 0.941
H -1.090 0.400 2.461 0.106
H 1.668 1.594 -1.577 0.111
C -2.400 -0.851 1.375 -0.209
H 2.396 1.150 0.068 0.090
C -1.253 0.268 1.384 -0.214
C -4.692 -0.526 1.577 -0.581
C 0.039 -0.284 0.766 -0.334
H -2.425 -0.864 0.295 0.091
H -1.494 1.107 0.665 0.116

5.
105
Properties=species:S:1:pos:R:3:lowdin_charge:R:1 method="wB97M-V/def2-TZVPD" charge=-2 e_above_lowest_kcal_mol=32.6 e_homo_ev=-1.9 orbital_gap_ev=5.360
C 0.519 -2.337 -3.003 -0.435
C -6.821 -3.925 2.110 -0.118
C -0.899 4.846 0.540 -0.077
C 1.574 -3.246 -2.582 -0.140
H 0.051 3.154 3.703 0.096
H -1.127 0.830 4.640 0.049
H 4.561 1.350 2.840 0.104
C 1.292 2.204 2.229 -0.441
C 3.566 1.743 3.033 -0.093
H -0.034 -8.368 3.255 0.089
H 3.345 -3.617 -1.446 0.105
C -0.867 -3.449 2.633 -0.416
H 1.775 3.246 5.474 0.086
P -0.335 -1.743 3.105 0.939
C 0.786 -2.152 4.510 -0.426
H 1.443 -5.563 -5.096 0.072
C -1.032 -6.283 0.767 -0.121
C -5.489 -3.864 2.505 -0.104
C -4.025 -0.454 -0.148 -0.020
H 1.849 -0.245 4.388 0.044
C 2.388 -3.071 -1.370 -0.131
H -7.588 -3.437 2.699 0.088
C 3.094 1.155 0.667 -0.208
C 0.197 5.147 -0.247 -0.076
H -6.422 -5.796 -0.708 0.058
C 3.294 2.292 4.282 -0.154
S -2.594 -4.231 -1.271 0.221
C -6.172 -5.241 0.189 -0.118
C -4.975 -0.797 -2.719 -0.077
C 0.349 4.468 -1.443 -0.144
N 3.527 -0.013 0.392 0.031
C 1.199 -4.676 -4.525 -0.147
H -1.578 -3.354 1.806 0.051
C -1.866 -1.086 3.903 -0.418
N -2.898 1.556 -0.704 0.055
H -2.628 3.564 0.715 0.105
N 2.148 -2.426 -0.293 -0.025
H -0.657 -5.523 0.090 0.064
H -2.015 -1.509 4.901 0.073
C 2.633 1.689 1.994 -0.167
C -2.877 -7.595 1.575 -0.107
H 4.274 -1.105 2.011 0.111
C -1.874 0.446 3.943 -0.164
H 3.099 1.867 -0.166 0.113
H -5.848 -2.617 -1.981 0.103
C -3.711 0.467 -1.137 -0.266
N -0.512 3.548 -1.882 0.131
C 1.392 -0.893 5.139 -0.156
C -4.836 -5.170 0.568 -0.388
H 4.132 -2.808 0.321 0.098
H 4.056 2.320 5.049 0.075
H -2.851 0.830 4.247 0.063
C -4.804 -1.563 -0.446 -0.085
C -0.174 -2.701 -4.202 -0.043
H 1.201 4.667 -2.083 0.100
C -2.381 -6.616 0.713 -0.393
H 2.881 -3.133 1.531 0.100
C 2.016 2.809 4.509 -0.141
C 1.048 2.766 3.526 -0.051
C -5.275 -1.735 -1.736 -0.087
H -5.339 -0.945 -3.728 0.099
C -0.691 -7.881 2.544 -0.120
C -0.188 -6.923 1.674 -0.103
H -0.691 -4.534 4.516 0.058
H -0.427 -4.069 -5.806 0.086
H -8.194 -4.663 0.634 0.090
H -3.923 -7.875 1.510 0.098
C 3.179 -2.442 0.731 -0.246
H -5.011 -2.307 0.309 0.079
Cs 0.171 -0.031 -0.130 1.117
H -3.632 -0.291 0.850 0.106
C 1.891 -4.358 -3.375 -0.099
C -2.040 -8.215 2.495 -0.106
C -7.159 -4.612 0.951 -0.102
H -2.437 -8.967 3.168 0.089
P -3.490 -5.824 -0.519 -0.070
C -1.433 -4.333 3.743 -0.149
H 0.862 -6.658 1.701 0.099
N -2.379 2.221 -1.612 0.095
H 0.933 5.876 0.065 0.097
C 0.149 -3.829 -4.918 -0.126
H -0.988 -2.056 -4.511 0.099
C -4.508 -4.475 1.734 -0.108
H 0.287 -2.754 5.268 0.061
H -3.466 -4.396 2.026 0.074
H -1.756 -5.305 3.359 0.048
C 3.374 -1.069 1.387 -0.250
H 2.705 -5.001 -3.048 0.092
C -4.192 0.307 -2.426 -0.029
H -1.626 0.872 2.967 0.052
S -4.262 -7.271 -1.645 0.066
H -2.696 -1.452 3.289 0.064
H 1.577 -2.773 4.076 0.071
O 0.364 2.158 1.350 -0.363
H 0.627 -0.300 5.647 0.058
H 0.011 -3.919 2.175 0.063
H -3.928 1.032 -3.185 0.102
H -5.208 -3.330 3.406 0.094
C -1.535 3.261 -1.096 -0.351
C -1.787 3.877 0.114 -0.033
H 2.537 -0.849 2.062 0.075
H 2.157 -1.142 5.879 0.064
O 0.292 -1.267 -2.369 -0.395
H -2.293 -3.863 4.225 0.060
H -1.037 5.336 1.496 0.106

6.
11
Properties=species:S:1:pos:R:3:lowdin_charge:R:1 method="wB97M-V/def2-TZVPD" e_above_lowest_kcal_mol=10.4 smiles="CC(=O)CC#N" e_homo_ev=-10.4 orbital_gap_ev=11.015
C 0.692 0.340 -0.101 -0.448
C -0.197 1.322 -0.818 -0.011
C 0.015 -0.512 0.993 -0.106
H -1.159 0.858 -1.061 0.091
H 0.755 -0.718 1.770 0.128
C -0.447 -1.779 0.425 -0.218
O 1.865 0.193 -0.338 0.105
N -0.810 -2.774 -0.040 0.150
H 0.295 1.681 -1.722 0.089
H -0.401 2.177 -0.161 0.095
H -0.843 0.006 1.437 0.124